80
Properties=species:S:1:pos:R:3:forces:R:3 method="wB97M-V/def2-TZVPD" e_tot_ev=-66730.8791 total_charge=+1 gap_ev=6.1 de_lowest_ev=6.3423
O 4.5869 -4.8466 1.8980 -0.8 2.0 1.8
B 3.7024 -4.3553 2.9163 1.9 -1.4 1.2
O 4.0906 -4.5924 4.3053 -1.4 -0.2 -2.4
C 2.3163 -3.5401 2.6855 0.3 0.7 1.0
N 2.3232 -2.6826 1.4233 1.5 0.5 2.1
C 3.2451 -1.6407 1.4039 0.0 1.2 -2.3
C 3.4178 -0.6969 0.2035 -3.0 -2.7 -1.1
C 4.4542 0.5029 0.1145 -0.7 0.7 0.2
C 4.0239 1.6388 1.2099 0.6 -1.4 0.5
C 4.7012 1.2111 2.6285 -0.3 0.6 -0.3
F 3.6928 0.8201 3.6126 1.5 0.7 -1.6
C 2.3979 -1.0549 -0.9041 1.3 -1.3 4.4
C 1.4839 -2.2247 -0.5776 -0.9 -0.3 -2.2
C 0.3686 -2.5728 -1.7087 0.0 0.5 0.8
C -0.8691 -1.5414 -1.4481 -0.4 -0.1 0.1
C -1.9598 -2.1834 -0.4547 1.3 -0.3 0.2
S -3.5310 -1.2105 -0.3021 0.8 0.8 1.0
C -3.3384 0.2011 0.8785 -0.3 1.5 -0.3
S -4.3094 1.5393 0.6393 1.4 -2.2 0.3
N -2.4015 0.2142 2.0201 2.0 -0.9 2.9
C -1.1144 0.8585 2.1711 2.0 -0.5 2.9
C -0.5214 0.5444 3.5706 -5.0 -1.1 -3.5
N -1.5425 -0.2897 4.2484 -1.3 1.5 -5.1
C -2.6219 -0.4470 3.2922 3.1 0.7 1.8
N 1.4205 -3.0718 0.5363 1.9 4.1 -2.8
H 5.5005 -4.6790 2.2479 -1.0 -0.8 -0.4
H 4.1809 -5.5573 4.4693 0.3 0.9 -0.1
H 2.2203 -2.7992 3.5717 0.0 -1.3 -1.4
H 1.4255 -4.2534 2.7106 1.1 1.2 -0.4
H 3.9165 -1.4642 2.3161 -1.4 -0.7 -1.4
H 4.3877 1.0261 -0.9119 0.1 -1.3 1.5
H 5.5336 0.1714 0.3310 -1.7 0.3 -0.5
H 2.8850 1.5856 1.2835 1.6 0.5 0.1
H 4.4009 2.6817 0.9063 -0.7 -1.7 0.4
H 5.3218 2.0980 3.0082 -1.2 -1.4 -0.1
H 5.4030 0.3170 2.5128 -1.0 1.2 0.2
H 2.3138 -0.5017 -1.8925 0.1 -0.9 1.5
H 0.0394 -3.6758 -1.6289 0.5 1.8 0.1
H 0.7628 -2.4235 -2.7686 -0.3 -0.1 1.6
H -1.4150 -1.2679 -2.4151 0.9 -0.5 1.2
H -0.4436 -0.5754 -1.0061 -0.7 -1.2 -0.6
H -1.5458 -2.3229 0.6073 -0.5 0.0 -1.6
H -2.2277 -3.2171 -0.8998 0.1 1.7 0.9
H -0.5678 1.5188 1.4066 -1.6 -1.3 1.0
H 0.4737 0.8531 4.0315 -1.8 -0.5 -0.8
H -3.5471 -1.0488 3.5867 1.5 1.1 -0.9
C -3.8311 -3.1178 -5.8099 0.2 -0.2 -0.1
C -4.4368 -3.1340 -4.4097 -0.2 0.2 -0.4
C -5.9712 -3.2924 -4.4065 0.0 0.1 0.4
O -6.6822 -2.1030 -4.7346 0.2 -0.5 -0.1
C -6.8143 -1.8615 -6.1265 -0.1 0.3 0.1
N -4.0176 -1.9213 -3.6943 -0.1 -0.1 0.2
H -4.0064 -2.1757 -6.3330 -0.1 -0.1 0.1
H -2.7464 -3.2539 -5.7555 -0.1 0.0 0.0
H -4.2353 -3.9291 -6.4214 0.0 0.1 0.0
H -4.0178 -4.0020 -3.8878 -0.1 0.0 0.1
H -6.2803 -3.5441 -3.3859 0.0 0.1 -0.1
H -6.2928 -4.1260 -5.0418 0.1 0.1 -0.1
H -6.9269 -2.7876 -6.6971 0.1 0.0 0.0
H -5.9596 -1.2896 -6.4925 0.0 -0.1 -0.2
H -7.7072 -1.2518 -6.2793 0.0 -0.1 0.1
H -4.3508 -1.9786 -2.7330 0.0 0.0 -0.1
H -4.5474 -1.1412 -4.0854 0.2 -0.1 0.0
C 0.2181 6.3567 2.6063 -0.2 0.1 0.2
C 0.7992 4.9924 2.2492 0.1 0.3 -0.2
C 2.3401 4.9806 2.1771 -0.1 -0.2 -0.1
O 2.8752 5.5538 0.9872 0.0 -0.1 0.5
C 2.9921 6.9684 1.0163 0.0 0.0 -0.4
N 0.1965 4.5317 0.9915 0.3 -0.2 0.0
H 0.2610 7.0630 1.7747 0.1 -0.1 0.0
H -0.8350 6.2586 2.8856 0.1 0.0 -0.1
H 0.7458 6.7971 3.4568 0.0 0.0 -0.1
H 0.5043 4.2988 3.0448 0.1 -0.1 -0.1
H 2.6667 3.9345 2.1685 0.0 0.0 -0.1
H 2.7900 5.4382 3.0662 -0.1 0.1 0.0
H 3.2472 7.3409 2.0121 -0.1 0.0 0.0
H 2.0690 7.4299 0.6617 0.0 0.2 0.2
H 3.7887 7.2550 0.3264 0.0 -0.1 0.1
H 0.5199 3.5839 0.8029 -0.1 0.1 0.0
H 0.6111 5.0810 0.2377 -0.2 0.0 0.1

65
Properties=species:S:1:pos:R:3:forces:R:3 method="wB97M-V/def2-TZVPD" e_tot_ev=-66521.2300 total_charge=0 smiles="O=C(O)c1c2c(nc3ccc(S(=O)(=O)N4CCC(C(=O)NCc5ccc(Cl)cc5)CC4)cc13)CCCC2" gap_ev=8.5 de_lowest_ev=0.0000
O 1.2021 2.5798 -0.6536 0.1 0.1 0.0
C 0.9384 1.8942 0.3031 0.1 0.2 -0.2
O -0.0961 2.1174 1.0993 -0.3 0.1 0.4
C 1.7275 0.6863 0.6983 0.3 -0.2 0.1
C 3.1044 0.7382 0.7834 -0.7 0.1 -0.1
C 3.7921 -0.4570 1.1271 -0.2 -0.2 0.0
N 3.1794 -1.5816 1.3849 0.4 -0.3 0.1
C 1.8427 -1.6599 1.2956 -0.5 0.5 -0.2
C 1.2258 -2.9016 1.5640 -0.4 -0.1 -0.1
C -0.1291 -3.0353 1.4491 0.2 -0.3 0.1
C -0.8981 -1.9389 1.0399 -0.6 0.5 -0.1
S -2.6383 -2.2591 0.7758 0.1 0.3 -0.1
O -3.1919 -2.8797 1.9462 0.2 0.1 0.1
O -2.7774 -2.9600 -0.4708 0.0 0.0 -0.2
N -3.3244 -0.7299 0.5381 0.7 -0.9 0.2
C -4.6171 -0.8255 -0.1206 -0.4 -0.4 -0.3
C -5.0842 0.5687 -0.5776 0.2 0.1 0.1
C -4.1799 1.6683 -0.0193 -0.1 0.1 0.1
C -2.8368 1.8771 -0.7172 -0.5 -0.1 0.0
O -2.1422 2.8340 -0.3987 0.2 0.4 0.1
N -2.4993 1.0306 -1.6989 0.1 -0.2 -0.3
C -1.3140 1.1862 -2.5166 0.2 0.2 -0.3
C -0.3212 0.0534 -2.4015 0.0 0.0 0.0
C 1.0359 0.3278 -2.5374 -0.1 -0.1 -0.1
C 1.9809 -0.6698 -2.3927 0.0 -0.1 -0.1
C 1.5671 -1.9647 -2.1222 -0.2 0.2 0.0
Cl 2.7432 -3.2023 -1.8748 0.2 -0.2 0.0
C 0.2200 -2.2682 -2.0369 0.0 -0.1 -0.1
C -0.7166 -1.2589 -2.1796 0.1 0.1 -0.2
C -3.9520 1.4445 1.4841 0.1 0.0 -0.2
C -3.4234 0.0267 1.7715 0.0 0.2 0.7
C -0.3415 -0.7239 0.7695 -0.2 0.0 0.1
C 1.0476 -0.5398 0.9264 0.4 -0.3 0.2
C 5.2869 -0.4929 1.2425 0.3 0.1 -0.1
C 5.9575 0.6819 0.5435 0.0 0.0 0.3
C 5.2930 1.9746 0.9980 0.0 0.0 -0.3
C 3.8506 2.0099 0.5053 0.2 0.2 0.0
H -0.7239 2.7531 0.6762 0.2 -0.2 -0.1
H 1.8594 -3.7270 1.8464 0.0 -0.1 0.0
H -0.6347 -3.9663 1.6509 0.1 -0.2 0.1
H -5.3507 -1.2678 0.5685 0.0 0.0 -0.1
H -4.4970 -1.5162 -0.9565 -0.2 0.1 0.0
H -6.0943 0.7441 -0.2041 0.0 0.0 -0.1
H -5.1327 0.6347 -1.6659 -0.1 0.0 0.0
H -4.6890 2.6334 -0.1320 0.1 -0.1 0.0
H -3.0442 0.1966 -1.8371 -0.1 0.1 0.1
H -1.6269 1.2836 -3.5651 0.0 0.1 0.1
H -0.8338 2.1215 -2.2154 -0.1 -0.1 -0.1
H 1.3582 1.3391 -2.7300 0.0 0.1 0.0
H 3.0327 -0.4460 -2.4768 0.1 0.0 0.0
H -0.1085 -3.2764 -1.8422 0.0 -0.1 0.1
H -1.7567 -1.5283 -2.0847 -0.1 0.0 0.0
H -3.2456 2.1909 1.8470 -0.1 0.0 0.0
H -4.8991 1.5959 2.0033 0.0 0.0 0.0
H -4.0837 -0.4997 2.4752 0.1 0.1 0.0
H -2.4283 0.0601 2.2163 -0.1 0.1 0.1
H -0.9642 0.0848 0.4304 0.0 0.1 0.0
H 5.6374 -1.4485 0.8498 -0.1 0.0 0.1
H 5.5365 -0.4769 2.3079 0.0 0.0 0.0
H 7.0224 0.6920 0.7807 0.0 0.0 -0.1
H 5.8544 0.5798 -0.5387 0.0 0.0 -0.1
H 5.8290 2.8415 0.6088 0.0 0.0 0.1
H 5.3147 2.0282 2.0887 0.0 0.0 0.1
H 3.3189 2.8544 0.9482 0.0 0.0 -0.1
H 3.8379 2.1687 -0.5773 0.0 0.1 0.0

15
Properties=species:S:1:pos:R:3:forces:R:3 method="wB97M-V/def2-TZVPD" e_tot_ev=-8288.6315 total_charge=0 gap_ev="7.1 / 7.1" de_lowest_ev=6.3649
C -1.0359 -0.4131 0.7287 0.6 0.4 -0.2
C 1.1291 0.5974 1.3035 0.1 0.2 -0.4
N 0.4073 -0.4999 0.6857 0.2 -0.9 -0.6
C 0.8359 -0.8129 -1.1180 -0.2 0.8 1.4
C -0.4905 -0.0348 -1.6418 0.0 0.6 0.8
C -1.3003 0.2928 -0.5499 0.0 -0.5 -0.4
N 1.0239 0.2089 -1.8419 0.1 -0.2 0.0
H 1.3869 -1.7509 -1.0582 -0.5 -0.2 -0.1
H -1.4894 -1.4094 0.7686 -0.2 0.1 -0.1
H -1.4282 0.1616 1.5781 0.2 -0.1 0.0
H -0.9538 -0.0341 -2.6250 0.2 0.1 0.0
H -2.0942 1.0305 -0.6486 -0.3 -0.4 -0.3
H 0.4906 1.2281 1.9342 0.0 -0.1 -0.1
H 1.9279 0.1843 1.9293 -0.1 0.1 0.0
H 1.5906 1.2514 0.5555 0.0 0.1 0.0

96
Properties=species:S:1:pos:R:3:forces:R:3 method="wB97M-V/def2-TZVPD" e_tot_ev=-98169.2201 total_charge=0 smiles="CC(=O)N(C)CCCC[PH](CCCS(=O)(=O)O)(C[C@@H](C)OCc1ccccc1)N=C=O.CCOS(C)(=O)=O.CCOS(C)(=O)=O" gap_ev=9.4 de_lowest_ev=0.0000
C -1.1772 0.2544 -2.0958 -0.1 0.3 -0.1
C -1.5483 0.0652 -0.6446 -0.3 0.0 0.1
O -1.5305 -1.0384 -0.1652 0.3 -0.4 0.3
N -1.8940 1.1775 0.1736 0.2 0.3 -0.7
C -2.6155 2.2396 -0.5185 0.1 0.2 0.0
C -0.7418 1.6594 0.9388 -0.1 -0.2 0.2
C 0.4559 2.1561 0.1301 0.1 -0.1 -0.1
C 1.5238 2.7543 1.0579 -0.2 -0.4 0.0
C 2.5302 1.6889 1.5449 -0.2 0.1 0.1
P 4.2287 1.9061 0.9033 0.2 0.6 1.4
C 4.6831 3.4537 0.0188 0.0 -0.2 -0.5
C 4.5313 3.5920 -1.4938 -0.1 0.7 -0.1
C 3.0881 3.8170 -1.9551 0.2 -0.6 0.2
S 2.8456 3.4261 -3.6678 0.1 0.6 -0.2
O 1.6018 3.9794 -4.0924 0.0 -0.1 0.1
O 4.0578 3.7025 -4.3825 -0.1 -0.1 0.1
O 2.6322 1.8591 -3.6356 0.0 -0.2 0.0
C 4.9051 2.6068 2.5645 0.1 0.0 -0.1
C 5.2890 1.5005 3.5562 -0.2 0.1 0.3
C 5.2018 1.9892 5.0019 0.1 0.2 -0.2
O 4.3830 0.3967 3.4103 0.1 0.0 -0.2
C 4.9440 -0.8357 2.9979 0.0 0.0 0.4
C 3.8512 -1.7446 2.5126 0.0 0.0 -0.1
C 4.1545 -2.7889 1.6482 0.1 0.0 0.0
C 3.1620 -3.6444 1.2031 0.0 -0.1 0.0
C 1.8487 -3.4647 1.6091 0.0 0.0 0.0
C 1.5369 -2.4132 2.4551 0.0 0.0 0.1
C 2.5328 -1.5591 2.9052 -0.1 0.0 0.1
N 3.6602 1.0525 -0.7160 0.3 -0.5 -0.4
C 4.2923 0.1105 -1.1239 -0.2 -0.1 -0.1
O 4.9070 -0.8124 -1.5227 -0.1 0.2 0.1
H -0.1630 -0.1215 -2.2211 0.0 -0.1 0.0
H -1.8432 -0.3244 -2.7324 0.0 -0.1 0.0
H -1.1905 1.2879 -2.4257 0.0 0.0 0.0
H -2.0538 2.7353 -1.3165 0.1 0.0 0.0
H -3.5411 1.8571 -0.9404 0.0 -0.1 0.0
H -2.8838 3.0048 0.2071 -0.1 0.0 0.1
H -0.4097 0.8327 1.5702 0.0 0.0 0.1
H -1.0953 2.4586 1.5913 -0.1 0.0 0.1
H 0.8968 1.3025 -0.3894 0.0 0.1 -0.2
H 0.1576 2.8723 -0.6370 -0.1 0.1 0.1
H 2.0032 3.6017 0.5753 0.1 0.1 0.1
H 1.0196 3.1439 1.9435 0.0 0.2 0.0
H 2.1921 0.6900 1.2771 0.0 0.0 -0.1
H 2.5836 1.7050 2.6265 0.1 0.0 0.0
H 5.1818 0.8911 1.0258 0.0 -0.1 -0.4
H 5.7348 3.6067 0.2598 0.0 -0.1 0.1
H 4.1476 4.2567 0.5290 0.0 0.0 0.1
H 5.0042 2.7801 -2.0376 -0.1 -0.2 0.1
H 5.0896 4.4859 -1.7796 0.1 0.0 -0.1
H 2.7782 4.8509 -1.8295 -0.1 0.1 0.0
H 2.4158 3.1472 -1.4249 -0.2 0.1 0.0
H 3.4928 1.4159 -3.6561 0.0 0.0 0.0
H 4.1648 3.2684 3.0236 -0.1 0.0 0.0
H 5.7928 3.2248 2.4073 0.0 0.0 -0.1
H 6.3082 1.1499 3.3754 0.0 0.0 -0.3
H 4.1716 1.8683 5.3318 0.0 0.0 0.1
H 5.4397 3.0514 5.0590 0.1 0.0 0.0
H 5.8826 1.4585 5.6631 -0.1 -0.2 0.1
H 5.4683 -1.2954 3.8454 0.0 -0.1 0.0
H 5.6855 -0.6957 2.2071 0.0 0.0 -0.1
H 5.1734 -2.9338 1.3120 0.1 0.0 0.0
H 3.4124 -4.4576 0.5366 0.0 0.0 -0.1
H 1.0749 -4.1366 1.2667 -0.1 0.0 0.0
H 0.5169 -2.2551 2.7761 -0.1 0.0 0.0
H 2.2756 -0.7392 3.5595 0.1 0.0 0.1
C -9.5395 0.6979 0.8339 0.1 0.0 -0.1
C -8.2795 0.1309 1.4541 -0.2 0.2 0.3
O -7.4600 -0.5818 0.5008 0.0 -0.1 -0.1
S -6.5818 0.2850 -0.4999 0.0 -0.2 0.1
C -5.5308 -1.0009 -1.0693 0.0 -0.1 0.0
O -5.8217 1.2294 0.2654 0.0 0.2 0.0
O -7.4077 0.7529 -1.5702 0.0 0.1 -0.1
H -9.3128 1.4947 0.1276 0.0 0.0 0.0
H -10.1807 1.1030 1.6173 0.0 0.0 0.0
H -10.0844 -0.0787 0.2978 0.0 0.0 0.0
H -7.6787 0.9071 1.9300 0.1 0.0 -0.1
H -8.5219 -0.6121 2.2109 0.1 -0.1 -0.1
H -4.9337 -1.3586 -0.2345 0.0 0.0 0.0
H -4.8913 -0.5713 -1.8376 0.0 0.0 0.0
H -6.1318 -1.8003 -1.4934 0.0 0.0 0.0
C -2.0448 -4.1895 -1.0688 -0.2 0.0 0.0
C -1.8452 -5.1078 -2.2539 0.4 0.1 0.1
O -3.0866 -5.6891 -2.7308 -0.1 0.0 0.0
S -4.0382 -4.7717 -3.6040 0.1 -0.2 0.0
C -5.0857 -6.0460 -4.2102 0.0 0.0 0.0
O -3.2826 -4.2048 -4.6790 0.0 0.1 0.0
O -4.7941 -3.9091 -2.7472 -0.1 0.1 0.0
H -2.5875 -3.2886 -1.3433 0.0 0.0 0.0
H -1.0784 -3.8845 -0.6702 0.0 0.0 0.0
H -2.6084 -4.6958 -0.2844 0.0 0.0 0.0
H -1.3524 -4.5988 -3.0829 -0.1 0.0 -0.1
H -1.2358 -5.9671 -1.9821 -0.1 -0.1 0.0
H -4.4989 -6.7129 -4.8349 0.0 0.0 0.0
H -5.8652 -5.5605 -4.7929 0.0 0.0 0.0
H -5.5171 -6.5739 -3.3644 0.0 0.0 0.0